Entry 1:
C35H37FN6O6S2Zr as an isolated structure. Source: the OMol25 dataset; level of theory: ωB97M-V with the def2-TZVPD basis set.

Values from the calculation:
* E: -83782.9365 eV
* charge: +2
* LUMO energy: -5.16 eV
* energy above the lowest of the compared OMol25 structures with the same formula, charge and spin: 0.0 kJ/mol
* E_HOMO: -12.04 eV

```
88
Properties=species:S:1:pos:R:3:forces:R:3:lowdin_charge:R:1
Zr 1.06201 3.33048 -0.31025 -0.028 -0.052 0.138 1.69
C 4.00432 2.02471 -2.53501 -0.002 0.012 -0.003 0.00
C 2.60962 1.53528 -2.77097 -0.009 0.014 0.006 -0.29
C 2.42650 0.29050 -3.42361 -0.004 -0.010 -0.015 0.00
C 1.17039 -0.17643 -3.65445 0.004 -0.003 -0.001 0.02
C 0.04825 0.61908 -3.32086 0.016 0.051 0.027 -0.16
C -1.28177 0.21424 -3.55057 -0.003 -0.013 -0.006 -0.03
C -2.31138 1.06116 -3.23899 -0.024 -0.023 -0.015 -0.05
C -2.05558 2.34621 -2.73488 0.039 0.029 0.009 -0.08
C -0.76819 2.79145 -2.51474 -0.009 -0.036 -0.048 -0.60
S -0.43111 4.46073 -2.04368 -0.004 0.053 -0.070 0.65
C 0.30515 1.88589 -2.76067 -0.078 -0.015 -0.036 -0.26
N 1.57889 2.27959 -2.41560 0.037 -0.043 0.014 0.03
H 4.38726 2.43983 -3.47059 0.001 0.000 -0.002 0.11
H 4.66827 1.21133 -2.24553 -0.004 0.000 0.005 0.10
H 4.04703 2.78835 -1.76636 0.005 0.007 -0.014 0.05
H 3.30054 -0.27775 -3.71138 -0.003 -0.002 -0.003 0.12
H 1.01413 -1.14308 -4.11890 0.001 -0.001 -0.001 0.13
H -1.46882 -0.75676 -3.99210 -0.005 0.002 0.001 0.12
H -3.33577 0.76149 -3.41810 0.002 -0.002 0.001 0.11
H -2.88015 3.02339 -2.55018 -0.002 0.004 0.001 0.10
F -2.45317 -2.58146 0.43637 0.005 -0.002 -0.007 0.08
C -1.12896 -2.42236 0.63621 -0.009 0.055 0.031 -0.19
C -0.54800 -1.21330 0.39335 -0.042 -0.049 -0.002 0.10
C 0.82011 -1.05354 0.65245 0.004 0.000 -0.014 -0.03
C 1.43436 0.25452 0.45884 0.025 -0.034 0.048 -0.24
O 0.70543 1.20821 0.06606 0.027 -0.109 0.017 -0.13
C 2.81112 0.34957 0.74861 0.038 0.068 -0.009 -0.01
C 3.48428 -0.76176 1.19085 -0.010 -0.008 0.014 0.07
N 2.92877 -1.96377 1.37211 0.013 0.017 -0.004 0.03
C 3.72751 -3.05856 1.89909 0.025 -0.020 -0.005 -0.25
C 4.04261 -4.22177 1.00418 -0.016 0.002 -0.008 -0.08
C 5.11861 -3.25025 1.38349 -0.005 0.015 0.008 -0.07
C 1.57168 -2.13530 1.13030 -0.002 0.028 -0.019 -0.10
C 0.94362 -3.36760 1.36692 -0.039 -0.044 -0.034 0.09
C -0.40285 -3.51985 1.12663 0.009 0.015 -0.008 -0.16
N -1.02652 -4.77291 1.42523 0.014 -0.028 0.052 -0.10
C -1.78745 -5.39303 0.34858 0.014 -0.014 -0.011 -0.14
C -2.02744 -6.85068 0.69108 0.024 0.027 -0.026 -0.08
N -2.78484 -6.92078 1.99186 -0.015 -0.038 0.004 0.07
C -2.06195 -6.20049 3.09921 0.028 0.036 0.026 -0.08
C -1.78335 -4.77223 2.67175 -0.041 0.005 -0.028 -0.14
C 3.62152 1.61324 0.59957 -0.021 -0.088 -0.008 -0.57
O 4.82336 1.56491 0.72437 -0.003 0.025 0.000 0.11
O 2.94099 2.68579 0.31826 -0.020 0.010 0.013 -0.19
H -1.12676 -0.37536 0.02637 0.010 0.006 0.004 0.14
H 4.53845 -0.66876 1.41586 0.005 -0.007 0.000 0.16
H 3.54191 -3.24630 2.94913 -0.001 -0.002 0.000 0.16
H 3.67538 -4.17084 -0.01226 0.002 0.000 0.000 0.12
H 4.04946 -5.20947 1.44287 0.000 0.003 0.006 0.11
H 5.47474 -2.58246 0.61170 -0.002 0.001 -0.001 0.11
H 5.86828 -3.55187 2.09961 -0.002 0.000 0.002 0.12
H 1.50060 -4.21671 1.73373 0.005 0.011 0.007 0.13
H -1.21867 -5.34565 -0.57913 0.018 -0.016 0.008 0.15
H -2.75216 -4.89830 0.16746 0.001 0.021 0.000 0.13
H -1.09092 -7.38258 0.84732 -0.001 -0.002 -0.002 0.14
H -2.61976 -7.35711 -0.06822 -0.010 -0.001 0.007 0.14
H -2.94000 -7.89519 2.25535 -0.012 0.003 -0.005 0.19
H -3.70939 -6.50150 1.86361 0.001 -0.002 0.002 0.19
H -1.13557 -6.74562 3.27029 -0.003 -0.007 -0.007 0.14
H -2.68544 -6.24501 3.98992 -0.003 -0.004 -0.003 0.14
H -1.19675 -4.29393 3.45484 0.001 -0.006 0.005 0.15
H -2.72974 -4.21548 2.58067 0.003 -0.004 0.003 0.14
N 2.52861 5.04115 -1.18099 0.037 0.063 0.020 -0.05
N 2.23872 6.21191 -0.46708 -0.059 0.016 -0.035 0.02
C 1.49185 6.12998 0.69400 0.082 0.194 -0.028 -0.67
O 1.19684 7.10015 1.33558 0.022 -0.048 0.037 0.11
O 1.13812 4.88028 0.97636 -0.057 -0.029 -0.090 -0.26
H 3.51088 4.79473 -1.08283 -0.002 0.004 0.028 0.11
H 2.29538 5.16137 -2.16325 -0.026 -0.002 0.008 0.09
H 2.62000 7.09874 -0.75213 0.045 -0.019 0.004 0.16
C -1.99005 4.42305 2.70272 0.013 -0.018 -0.018 -0.19
S -1.66233 4.43092 0.95062 -0.131 -0.002 0.061 0.99
O -0.81318 3.14395 0.77716 0.102 -0.050 -0.032 -0.66
C -3.23802 3.95758 0.29148 -0.003 0.052 -0.014 -0.41
C -3.91342 4.90358 -0.46439 0.019 0.015 0.006 -0.08
C -5.13534 4.56538 -1.03063 -0.004 -0.011 0.001 -0.06
C -5.65125 3.29068 -0.84872 0.008 -0.002 0.004 -0.06
C -4.95499 2.34654 -0.09967 -0.019 0.015 -0.013 -0.07
C -3.74048 2.67676 0.47582 0.035 -0.026 0.033 -0.08
H -2.36504 3.44765 3.00583 0.002 -0.003 -0.007 0.07
H -2.71780 5.20598 2.91226 0.003 0.007 -0.013 0.08
H -1.04219 4.65569 3.18554 -0.006 0.003 0.009 0.07
H -3.48101 5.88396 -0.62132 -0.006 0.001 -0.004 0.12
H -5.67564 5.29353 -1.61978 0.000 0.001 0.000 0.12
H -6.60146 3.02807 -1.29449 -0.001 0.000 0.001 0.11
H -5.36530 1.35448 0.03490 0.002 -0.001 0.002 0.11
H -3.17557 1.94971 1.04595 0.000 0.002 -0.003 0.11
```
Positions in Å, forces in eV/Å.



Entry 2:
C35H37Ge2N5V as an isolated structure in a non-equilibrium geometry. Source: the OMol25 dataset; level of theory: ωB97M-V with the def2-TZVPD basis set.

Values from the calculation:
* E: -183050.5698 eV
* charge: +2
* LUMO energy (alpha / beta): -7.06 / -6.34 eV
* E_HOMO (alpha / beta): -13.58 / -13.30 eV
* multiplicity: 2
* expectation value of S²: 0.956

```
80
Properties=species:S:1:pos:R:3:forces:R:3:lowdin_charge:R:1
V -0.08869 -1.35592 -1.06043 0.124 -0.031 -1.389 0.88
C -4.47579 -4.24872 3.26977 -0.148 -0.106 -0.005 -0.02
C -3.33529 -3.62482 2.54457 0.278 0.242 -0.153 -0.24
C -2.01539 -3.92612 2.87717 -0.020 0.098 -0.174 0.00
C -0.97039 -3.31882 2.21857 -0.044 -0.001 -0.377 0.00
C -1.18349 -2.37792 1.19447 -1.437 -0.602 0.634 -0.20
N -0.11079 -1.65422 0.67397 -0.110 0.154 0.438 -0.08
C 0.87211 -1.26062 1.57337 1.493 0.397 0.773 -0.21
C 0.54941 -1.00692 2.92077 0.005 0.099 -0.323 -0.01
C 1.51281 -0.72262 3.85727 0.075 -0.002 -0.254 0.00
C 2.85721 -0.63572 3.49057 -0.209 -0.119 -0.298 -0.24
C 3.89331 -0.37082 4.52657 0.114 0.142 0.098 -0.02
C 3.18351 -0.80292 2.15317 -0.179 -0.069 -0.044 0.04
C 2.22671 -1.12182 1.18847 -0.809 0.010 1.144 -0.10
N 2.64741 -1.38622 -0.12713 1.155 -0.198 -0.079 -0.02
C 3.91321 -1.52792 -0.58333 -0.617 -0.048 -0.182 0.03
C 3.84861 -1.85072 -1.92173 -0.466 -0.037 -0.184 0.02
C 2.48831 -1.88632 -2.21863 0.984 -0.064 -0.435 -0.08
N 1.78011 -1.59782 -1.12703 1.501 -0.213 -0.095 -0.11
C -2.51979 -2.14322 0.79027 0.618 -0.657 0.909 -0.10
C -3.55979 -2.75422 1.48417 0.166 -0.059 -0.039 0.05
N -2.83729 -1.35352 -0.33083 -1.152 0.370 0.268 -0.04
C -4.06069 -0.89922 -0.69033 0.643 0.132 -0.165 0.03
C -3.96599 -0.42942 -1.98143 0.474 -0.077 -0.154 0.03
C -2.63329 -0.62352 -2.33873 -0.928 0.214 -0.334 -0.10
N -1.96449 -1.17292 -1.32863 -1.463 -0.494 -0.446 -0.11
H -4.15109 -4.67982 4.21267 -0.034 -0.005 0.050 0.09
H -4.90409 -5.04842 2.66447 -0.089 -0.033 0.030 0.10
H -5.25369 -3.51322 3.46247 -0.096 -0.036 0.051 0.09
H -1.80799 -4.63592 3.66397 0.012 -0.058 0.056 0.13
H 0.04601 -3.56242 2.50137 -0.026 0.087 -0.012 0.14
H -0.48729 -1.06322 3.22657 0.053 -0.005 -0.014 0.13
H 1.22941 -0.58612 4.88957 -0.045 0.071 0.104 0.13
H 3.70571 -0.98282 5.40727 0.075 -0.021 0.030 0.10
H 3.84451 0.67078 4.84197 0.056 0.083 0.057 0.10
H 4.89651 -0.56992 4.16127 0.068 -0.018 0.009 0.09
H 4.21491 -0.69162 1.86437 0.153 0.017 -0.027 0.12
H 4.77871 -1.42152 0.03367 0.104 0.087 0.255 0.14
H 4.67221 -2.03122 -2.58113 0.139 -0.067 -0.125 0.12
H 2.00121 -2.11582 -3.15593 0.013 0.088 0.021 0.13
H -4.57629 -2.57302 1.17467 -0.138 -0.044 -0.026 0.12
H -4.89889 -0.89562 -0.02423 -0.097 -0.126 0.154 0.14
H -4.74919 -0.02742 -2.58743 -0.184 0.180 -0.093 0.12
H -2.14279 -0.38442 -3.26583 0.081 0.040 -0.046 0.09
C -1.30849 1.37498 -5.00853 0.478 0.128 0.324 -0.25
Ge 0.30061 1.85158 -3.94653 -0.050 -0.072 0.439 0.78
C 1.87451 0.95608 -4.78473 -0.488 0.298 0.283 -0.23
C 0.44701 3.82178 -3.76543 0.000 -0.600 -0.071 -0.22
Ge 0.09121 1.14418 -1.41203 0.069 0.937 0.185 0.94
C 1.68701 1.76268 -0.42923 -0.099 -0.169 -0.349 -0.36
C 2.88291 1.89178 -1.13713 -0.312 -0.078 -0.213 -0.14
C 4.01071 2.41718 -0.54063 0.217 0.011 0.028 -0.07
C 3.97471 2.78568 0.79517 0.078 -0.053 0.044 -0.06
C 2.80101 2.64328 1.52107 0.172 0.027 0.051 -0.07
C 1.66601 2.14488 0.91137 -0.319 -0.067 -0.151 -0.11
C -1.46969 1.74068 -0.33643 0.303 -0.136 -0.456 -0.35
C -1.63459 1.25698 0.96117 0.174 0.003 -0.118 -0.15
C -2.72079 1.64178 1.72467 -0.047 -0.005 0.066 -0.07
C -3.66069 2.51378 1.19787 -0.076 -0.035 0.011 -0.07
C -3.50789 3.00178 -0.08883 -0.136 0.056 0.022 -0.07
C -2.42129 2.61398 -0.85423 0.223 -0.017 -0.124 -0.11
H -1.26259 1.96878 -5.91883 -0.007 0.060 -0.102 0.03
H -2.23889 1.61478 -4.50203 -0.073 0.052 0.077 0.01
H -1.30259 0.32808 -5.30233 -0.002 -0.110 -0.001 0.02
H 2.15281 1.55008 -5.65273 0.028 0.051 -0.087 0.03
H 1.59751 -0.03502 -5.13743 -0.062 -0.075 -0.001 0.01
H 2.74461 0.87528 -4.13983 0.004 0.033 0.060 -0.01
H 0.64911 4.24208 -4.74723 0.043 0.026 -0.130 0.03
H 1.24121 4.11718 -3.08703 0.090 -0.044 0.076 0.02
H -0.49339 4.23148 -3.40823 -0.101 0.000 0.060 0.02
H 2.91751 1.61318 -2.18463 0.054 0.021 0.014 0.07
H 4.90741 2.55658 -1.12683 0.119 -0.011 0.026 0.11
H 4.86451 3.18098 1.25997 0.051 0.106 0.091 0.11
H 2.76341 2.93028 2.56167 0.025 0.062 0.077 0.11
H 0.75071 2.07038 1.48017 -0.049 0.043 0.073 0.09
H -0.89349 0.58448 1.37857 -0.133 0.077 0.053 0.07
H -2.83209 1.26888 2.73147 -0.021 -0.032 0.140 0.11
H -4.51079 2.80998 1.79177 -0.090 0.077 0.068 0.11
H -4.23829 3.68558 -0.49183 -0.071 0.097 -0.063 0.11
H -2.29819 3.00908 -1.85703 -0.082 0.021 -0.010 0.09
```
Positions in Å, forces in eV/Å.